A molecular structure, C17H24NOs, computed with the ωB97M-V functional and the def2-TZVPD basis.

Computed properties:
Orbital gap (alpha / beta) ... 6.0 / 7.7 eV

Structure (ORCA input):
```
! wB97M-V def2-TZVPD RIJCOSX def2/J DEFGRID3
* xyz 1 5
C 1.933 0.094 -3.153
C 0.861 -0.463 -4.004
C 2.309 1.506 -3.374
C 3.013 -0.844 -2.781
H 2.886 1.572 -4.313
H 2.959 1.911 -2.586
H 1.440 2.165 -3.501
H 1.262 -0.599 -5.024
H -0.008 0.201 -4.098
H 0.535 -1.456 -3.666
H 3.666 -1.007 -3.655
H 2.621 -1.830 -2.501
H 3.658 -0.461 -1.982
C -1.912 1.166 0.576
C -1.083 2.088 -0.122
C -0.789 1.540 -1.396
H -0.717 3.038 0.249
C -1.425 0.271 -1.488
C -2.122 0.046 -0.273
H -2.662 -0.855 -0.016
H -2.301 1.281 1.581
H -0.146 1.986 -2.146
H -1.322 -0.435 -2.302
C 1.151 -0.964 1.537
C 0.896 0.305 2.118
C 1.485 1.296 1.286
H 0.331 0.481 3.027
C 2.123 0.635 0.206
C 1.907 -0.764 0.354
H 2.196 -1.526 -0.358
H 0.780 -1.916 1.892
H 1.431 2.370 1.427
H 2.618 1.113 -0.630
Os -0.007 0.266 0.165
C -4.006 -1.215 4.720
C -2.482 -1.373 4.572
C -2.062 -1.524 3.184
N -1.741 -1.812 2.100
H -4.304 -0.207 4.407
H -4.341 -1.369 5.752
H -4.517 -1.946 4.083
H -1.969 -0.499 5.009
H -2.145 -2.265 5.126
*
```